1.
# C3H10NO3S

2 unconnected molecules or ions with the total composition C3H10NO3S at a distorted geometry (ωB97M-V/def2-TZVPD, the OMol25 dataset).

## Properties
Energy above the lowest of the compared OMol25 structures with the same formula, charge and spin: 34.18 kcal per mole
Net charge: +1
Max |F|: 6.7 eV Å⁻¹
HOMO-LUMO gap: 10.3 eV
Total energy: -21733.8053 eV

Positions of all 18 atoms, in Å:
O -0.075738 2.712114 -0.628234
C -0.117779 1.897196 0.272119
O 0.017040 2.241805 1.492797
C -0.083442 0.358680 0.133257
C -1.393876 -0.362194 0.631604
S -0.518068 -1.943953 1.046304
N 0.070815 -0.115574 -1.418269
H 0.152326 3.137549 1.830160
H 0.766796 -0.035527 0.477239
H -1.588823 0.100379 1.568402
H -2.239472 -0.405732 -0.064589
H -1.555045 -2.749456 1.351474
H -0.312022 -0.995046 -1.565414
H -0.418936 0.447093 -2.075722
H 1.102444 -0.104873 -1.671415
H 2.822755 -2.085833 -1.344543
H 2.257591 -2.226860 -2.788021
O 2.105743 -1.770359 -1.958616

Atoms 1-6, force components in eV/Å:
-0.579 -1.617 -0.220
1.353 1.875 -2.943
-0.126 -1.560 3.658
-5.020 1.186 -4.289
2.811 -0.555 0.352
-1.101 -0.582 -0.085



2.
# C3H10NO4

3 unconnected molecules or ions with the total composition C3H10NO4 at a distorted geometry (ωB97M-V/def2-TZVPD, the OMol25 dataset).

## Properties
Energy above the lowest of the compared OMol25 structures with the same formula, charge and spin: 54.74 kcal per mole
Net charge: -1
Max |F|: 1.6 eV Å⁻¹
HOMO-LUMO gap: 8.2 eV
Total energy: -12953.9388 eV

Positions of all 18 atoms, in Å:
O -0.051982 1.149875 3.496467
C -0.150332 1.152265 2.287718
C -0.564415 -0.022733 1.456374
N -1.455656 0.448355 0.380663
C -0.676621 0.861115 -0.836100
O 0.240599 -0.057051 -1.254067
H 0.045327 2.085216 1.739703
H -1.157623 -0.683365 2.086511
H 0.305583 -0.560918 1.071211
H -2.012674 -0.364624 0.132632
H -0.134443 1.754017 -0.467367
H -1.413385 1.111563 -1.611796
H -0.657862 -2.738467 -0.379161
H 0.246927 -1.730670 -1.111930
O 0.158331 -2.699498 -0.880531
H 1.966672 0.202644 -1.415947
H 2.492251 -0.106584 -2.772514
O 2.819304 0.198859 -1.921866

Atoms 1-6, force components in eV/Å:
0.015 -0.098 -0.226
0.031 -0.044 0.518
-0.700 0.276 -0.180
0.073 -0.195 -0.144
1.202 -0.822 0.688
-0.275 0.102 -0.046



3.
# C3H10NO4

A molecular structure, C3H10NO4 at a distorted geometry (ωB97M-V/def2-TZVPD, the OMol25 dataset).

## Properties
Energy above the lowest of the compared OMol25 structures with the same formula, charge and spin: 191.06 kcal per mole
Net charge: -1
Max |F|: 4.6 eV Å⁻¹
HOMO-LUMO gap: 5.1 eV
Total energy: -12948.0277 eV

Positions of all 18 atoms, in Å:
O 0.789016 2.254898 -1.491418
C -0.199138 1.766702 -0.819070
O -0.417206 2.265049 0.436140
C -0.055028 0.193625 -0.824493
C 1.355744 -0.174841 -0.238738
N -1.044385 -0.513477 -0.130857
H -1.144085 1.936353 -1.438560
H 2.036485 0.322865 -0.932190
H -0.056930 -0.156188 -1.851106
H 1.444427 0.212053 0.769911
H -0.904487 -1.571719 -0.253280
H -1.068888 -0.216902 0.901406
H -0.562773 1.480354 1.031540
H -0.358807 -0.389238 2.591841
O -0.801061 0.167236 1.947496
H -0.321797 -3.398231 0.715169
H 1.435814 -1.251876 -0.315758
O -0.126900 -2.926662 -0.098033

Atoms 1-6, force components in eV/Å:
-0.069 -0.154 0.183
0.145 2.704 -1.625
-0.003 -0.406 0.602
-1.432 -3.442 0.615
-0.124 0.834 -0.486
1.724 0.244 -4.270



4.
# C3H10NOP

A single C3H10NOP molecule at a distorted geometry (ωB97M-V/def2-TZVPD, the OMol25 dataset).

## Properties
Energy above the lowest of the compared OMol25 structures with the same formula, charge and spin: 52.43 kcal per mole
Max |F|: 8.3 eV Å⁻¹
HOMO-LUMO gap: 10.1 eV
Total energy: -16098.2329 eV
Structure (SMILES): CN(C)[P@H](C)=O

Positions of all 16 atoms, in Å:
C 0.366799 -1.982506 0.448500
N 0.316579 -0.504964 0.280334
C 1.569453 0.087922 -0.370946
P -1.089729 0.199715 -0.211159
C -0.971946 1.927793 0.145752
O -2.306788 -0.654393 0.594508
H -0.551368 -2.245187 0.934300
H 0.276245 -2.368401 -0.549802
H 1.224416 -2.209327 1.102381
H 1.323735 1.033519 -0.826175
H 2.138778 0.113282 0.479864
H 1.856208 -0.662100 -1.053193
H -1.036156 0.105221 -1.588158
H -0.871048 2.393902 1.247779
H -0.341407 2.477111 -0.541617
H -1.903769 2.288420 -0.092375

Atoms 1-6, force components in eV/Å:
-0.427 2.009 0.264
0.765 0.743 -0.456
-3.590 -1.338 0.525
-4.126 -4.822 5.409
1.258 1.594 2.456
4.346 3.803 -3.766



5.
# C3H10NOS

2 unconnected molecules or ions with the total composition C3H10NOS (ωB97M-V/def2-TZVPD, the OMol25 dataset).

## Properties
Energy above the lowest of the compared OMol25 structures with the same formula, charge and spin: 16.87 kcal per mole
Net charge: -1
Max |F|: 1.0 eV Å⁻¹
HOMO-LUMO gap: 6.3 eV
Total energy: -17646.7111 eV

Positions of all 16 atoms, in Å:
C -0.788641 -2.788090 0.332275
N -0.674696 -1.525490 -0.373162
C -0.366182 -0.448886 0.584710
C 0.125040 0.834724 -0.105732
S -0.706119 2.325537 0.429669
H -1.622212 -2.715860 1.021582
H -1.019109 -3.609558 -0.341655
H 0.129747 -3.050008 0.867253
H 0.121970 -1.614410 -0.992138
H 0.387865 -0.765289 1.297272
H -1.299741 -0.256176 1.114836
H 1.214599 0.846775 0.031268
H -0.007034 0.690895 -1.183286
H 0.989071 3.463650 -0.685799
H 1.985421 4.600156 -0.691641
O 1.530020 4.012030 -1.305451

Atoms 1-6, force components in eV/Å:
-0.141 0.008 -0.263
0.486 -0.179 0.075
-0.682 0.268 -0.604
0.203 -0.917 -0.315
0.144 0.581 0.269
-0.057 -0.045 0.368



6.
# C3H10NOS

2 unconnected molecules or ions with the total composition C3H10NOS at a distorted geometry (ωB97M-V/def2-TZVPD, the OMol25 dataset).

## Properties
Energy above the lowest of the compared OMol25 structures with the same formula, charge and spin: 20.52 kcal per mole
Net charge: -1
Max |F|: 1.3 eV Å⁻¹
HOMO-LUMO gap: 6.2 eV
Total energy: -17646.5530 eV

Positions of all 16 atoms, in Å:
C -2.564665 -0.811649 -0.474590
N -1.672035 -0.918286 0.658866
C -0.697118 0.150947 0.785169
C 0.006217 0.624532 -0.497831
S 1.388458 1.800332 -0.339633
H -3.153691 0.101517 -0.417361
H -3.286305 -1.631088 -0.518741
H -2.016471 -0.832860 -1.424125
H -1.304633 -1.842350 0.783690
H -1.165340 1.041936 1.229473
H 0.069846 -0.175275 1.487386
H -0.681409 1.046947 -1.230206
H 0.369829 -0.310680 -0.970889
H 1.369514 -2.240955 -0.213853
H 1.917926 -1.202953 0.730429
O 2.055044 -2.092074 0.438649

Atoms 1-6, force components in eV/Å:
0.229 -0.392 -0.262
-0.847 0.141 0.214
0.358 0.983 -0.100
0.390 -0.833 -0.498
-0.112 -0.236 0.476
0.092 0.240 -0.007



7.
# C3H10NOS

2 unconnected molecules or ions with the total composition C3H10NOS at a distorted geometry (ωB97M-V/def2-TZVPD, the OMol25 dataset).

## Properties
Energy above the lowest of the compared OMol25 structures with the same formula, charge and spin: 41.96 kcal per mole
Net charge: -1
Max |F|: 5.1 eV Å⁻¹
HOMO-LUMO gap: 6.8 eV
Total energy: -17645.6229 eV

Positions of all 16 atoms, in Å:
C -0.159983 -0.315440 1.225824
C -0.525098 0.619547 0.002012
S 0.272169 0.246391 -1.598966
C -0.411586 -1.997544 0.886136
N -0.064055 -2.787599 2.072565
H 0.878032 -0.181536 1.574479
H -0.935104 -0.385361 1.961054
H -1.651895 0.509702 -0.219569
H -0.288691 1.625056 0.309766
H -1.478551 -2.047176 0.729977
H 0.340731 -2.110416 -0.082760
H -0.960828 -3.034282 2.480962
H 0.532271 -2.095476 2.571175
H 1.190382 2.645155 -0.952468
H -0.127627 3.093524 -1.560115
O 0.646871 3.464047 -1.052603

Atoms 1-6, force components in eV/Å:
-0.933 -2.950 -2.405
-1.260 -1.635 0.433
0.404 0.102 0.220
3.383 3.069 -2.207
0.649 0.864 -0.881
-0.477 -0.052 0.042



8.
# C3H10NOS

2 unconnected molecules or ions with the total composition C3H10NOS at a distorted geometry (ωB97M-V/def2-TZVPD, the OMol25 dataset).

## Properties
Energy above the lowest of the compared OMol25 structures with the same formula, charge and spin: 40.17 kcal per mole
Net charge: -1
Max |F|: 1.6 eV Å⁻¹
HOMO-LUMO gap: 5.9 eV
Total energy: -17645.7008 eV

Positions of all 16 atoms, in Å:
C 2.332822 -0.016265 -0.911287
S 2.304888 1.607875 -0.107801
C 0.490807 1.770649 0.057062
H 1.802115 -0.002752 -1.862313
H 3.381397 -0.244713 -1.104692
H 1.955593 -0.751062 -0.206959
H 0.166965 0.948193 0.711085
H 0.049033 1.746130 -0.925833
H 0.345840 2.704818 0.573661
N -1.521042 -1.487999 -0.285612
C -2.138761 -1.101425 1.046556
O -1.815903 0.103963 1.500616
H -0.523008 -1.367961 -0.133098
H -1.777969 -0.721777 -0.901998
H -1.826538 -1.944478 1.696723
H -3.226237 -1.243196 0.853889

Atoms 1-6, force components in eV/Å:
0.530 0.366 0.305
-0.134 0.049 -0.375
1.220 -0.749 0.696
-0.171 -0.108 0.147
0.003 -0.040 -0.051
-0.272 -0.186 -0.208



9.
# C3H10NOS

A gas-phase ion, C3H10NOS (charge +1) at a distorted geometry (ωB97M-V/def2-TZVPD, the OMol25 dataset).

## Properties
Energy above the lowest of the compared OMol25 structures with the same formula, charge and spin: 27.72 kcal per mole
Net charge: +1
Max |F|: 4.8 eV Å⁻¹
HOMO-LUMO gap: 10.1 eV
Total energy: -17638.2557 eV
Structure (SMILES): C[NH2+][C@@H](O)SC

Positions of all 16 atoms, in Å:
C -1.799818 0.594536 0.336878
N -1.002122 -0.582094 -0.095232
C 0.315001 -0.699715 0.806668
O 0.936147 -1.899976 0.285322
S 1.305516 0.753748 0.653663
C 1.771187 1.035759 -1.018710
H -2.902785 0.496073 0.038202
H -1.743120 0.745290 1.441271
H -1.455214 1.494723 -0.248201
H -0.753272 -0.470905 -1.021067
H -1.684351 -1.430967 -0.031070
H 0.009155 -0.857309 1.868627
H 1.309495 -2.377384 1.049576
H 2.847949 0.932798 -1.104124
H 1.542951 1.998760 -1.356273
H 1.303280 0.266668 -1.605534

Atoms 1-6, force components in eV/Å:
-1.779 1.808 -0.681
-2.024 -1.678 4.043
0.198 -2.183 -1.852
-0.900 1.106 0.997
-0.098 1.021 2.419
0.777 -1.780 -0.296



10.
# C3H10NOS2

3 unconnected molecules or ions with the total composition C3H10NOS2 at a distorted geometry (ωB97M-V/def2-TZVPD, the OMol25 dataset).

## Properties
Energy above the lowest of the compared OMol25 structures with the same formula, charge and spin: 0.00 kcal per mole
Net charge: +1
Max |F|: 6.4 eV Å⁻¹
HOMO-LUMO gap (alpha / beta): 6.5 / 7.1 eV
Multiplicity: 3
Total energy: -28469.9705 eV

Positions of all 17 atoms, in Å:
C 1.837868 -1.445105 -0.065567
C 2.018583 2.383503 0.556146
C -0.351673 -0.532077 -0.401360
N 0.923499 -0.483348 -0.624351
O 1.619504 1.979450 -0.500304
S -1.056843 -1.755694 0.540304
S -3.947074 0.237503 -0.216249
H 1.697814 -1.513934 1.016318
H 1.648506 -2.435398 -0.486179
H 2.861829 -1.157241 -0.280824
H 1.336843 2.696771 1.361051
H 3.090204 2.485383 0.783548
H -0.990022 0.229842 -0.830558
H 1.317595 0.292297 -1.161469
H -4.963554 -0.257094 -0.919045
H -2.329210 -1.302403 0.418308
H -4.713869 0.577546 0.810230

Atoms 1-6, force components in eV/Å:
0.391 -0.628 0.298
2.093 1.935 5.747
0.182 -0.015 -0.104
-0.669 -0.194 -0.263
-1.768 -1.235 -5.458
0.233 -0.214 0.097



11.
# C3H10NP2

A gas-phase ion, C3H10NP2 (charge +1) at a distorted geometry (ωB97M-V/def2-TZVPD, the OMol25 dataset).

## Properties
Energy above the lowest of the compared OMol25 structures with the same formula, charge and spin: 5.21 kcal per mole
Net charge: +1
Max |F|: 5.6 eV Å⁻¹
HOMO-LUMO gap: 8.4 eV
Total energy: -23332.9574 eV
Structure (SMILES): CP(C)(C)=[N+]=P

Positions of all 16 atoms, in Å:
C 0.064680 1.610358 0.062191
P 0.040314 -0.156540 0.078899
C 0.709211 -0.501374 1.722714
C 0.996840 -0.721354 -1.406871
N -1.443501 -0.889246 -0.240041
P -2.873497 0.004748 -0.436309
H -0.017964 1.776105 -1.071729
H 0.971550 2.106313 0.478566
H -0.762826 2.121175 0.599080
H 0.625048 -1.625398 1.945818
H -0.001301 0.016464 2.273393
H 1.764846 -0.146340 1.901681
H 2.030830 -0.342649 -1.095219
H 0.479414 -0.544322 -2.346986
H 1.061245 -1.853871 -1.413529
H -3.644885 -0.854070 -1.051656

Atoms 1-6, force components in eV/Å:
-0.357 1.551 -1.602
0.011 -0.950 -0.950
1.459 -3.251 -1.281
1.026 -1.429 2.613
-2.941 2.221 -0.176
5.204 0.761 1.951



12.
# C3H10NS

A molecular structure, C3H10NS at a distorted geometry (ωB97M-V/def2-TZVPD, the OMol25 dataset).

## Properties
Energy above the lowest of the compared OMol25 structures with the same formula, charge and spin: 64.44 kcal per mole
Max |F|: 4.3 eV Å⁻¹
HOMO-LUMO gap (alpha / beta): 7.4 / 8.7 eV
Multiplicity: 2
Total energy: -15594.3175 eV

Positions of all 15 atoms, in Å:
C 0.147958 -1.504788 1.080080
N -0.175876 -2.384677 0.013935
H -0.667349 -1.276844 1.750547
H 1.089799 -1.584628 1.620715
H 0.574993 -2.983203 -0.307741
H -0.901861 -3.004789 0.359277
C 0.841088 0.406479 -1.374705
S 0.055643 0.452957 0.576178
C -0.877665 2.536842 0.318144
H 1.034554 1.458806 -1.469475
H -0.024728 -0.002304 -1.878735
H 1.650826 -0.277587 -1.214951
H -1.620885 2.990208 0.962255
H 0.077290 3.043279 0.192398
H -1.203787 2.130249 -0.627922

Atoms 1-6, force components in eV/Å:
0.274 2.434 -0.357
-0.428 -0.702 0.516
-0.201 -1.045 0.392
0.002 -0.383 -0.252
0.182 0.310 0.147
-0.083 -0.023 -0.443